Record 1
Density functional theory data (ωB97M-V/def2-TZVPD) for a structure of composition C35H50AsBCl2N8O2RuSi3Te in a non-equilibrium geometry.

Geometry as ORCA input:
```
! wB97M-V def2-TZVPD RIJCOSX def2/J DEFGRID3
* xyz 2 1
Ru 0.80393 0.02977 -0.40311
C 2.76285 -2.68574 2.35781
C 2.57895 -2.13198 1.09652
N 1.61782 -1.21436 1.14868
N 1.17253 -1.15672 2.41452
C 1.84337 -2.04280 3.16515
B 0.03974 -0.17072 2.78267
N -1.21971 -0.53979 1.95048
C -2.40416 -0.99720 2.39006
C -3.25304 -1.11906 1.30959
C -2.49117 -0.71739 0.21794
N -1.27606 -0.36907 0.62089
N 0.50974 1.23400 2.34966
C 0.84146 2.26735 3.14319
C 1.26804 3.30930 2.34842
C 1.16349 2.82188 1.04914
N 0.71288 1.57523 1.06804
N -0.30516 -0.16335 4.24564
C -1.25258 0.62612 4.82067
C -1.25539 0.37773 6.17074
C -0.25931 -0.59795 6.34855
N 0.28306 -0.90449 5.19232
H 3.44881 -3.45458 2.64104
H 3.07891 -2.35653 0.17136
H 1.62355 -2.15733 4.21062
H -2.57660 -1.22207 3.42098
H -4.27165 -1.43912 1.31261
H -2.76663 -0.65248 -0.81840
H 0.76296 2.21061 4.20883
H 1.61991 4.27253 2.65473
H 1.40734 3.32469 0.13303
H -1.84161 1.30536 4.23512
H -1.86916 0.82500 6.92686
H 0.07735 -1.06216 7.25424
Cl 5.63991 2.22771 0.17836
C 5.36039 0.48592 0.01333
Cl 5.13538 -0.26362 1.62382
C 4.04393 0.25695 -0.71234
O 3.94755 -0.68300 -1.59685
O 3.08059 0.94053 -0.42508
H 6.21915 0.01699 -0.46821
Te 0.25772 1.57874 -2.46981
C 1.68455 3.10500 -2.93544
C 2.80538 3.40253 -2.18095
C 3.63936 4.43740 -2.57536
C 3.35175 5.16761 -3.71422
C 2.22781 4.86671 -4.46476
C 1.39194 3.83374 -4.08277
C -1.20330 2.96657 -1.78317
C -0.89268 4.25552 -1.38052
C -1.91875 5.12746 -1.06199
C -3.24041 4.72788 -1.16280
C -3.54402 3.44429 -1.58482
C -2.52702 2.55973 -1.88663
H 3.04609 2.83339 -1.29683
H 4.51033 4.67469 -1.98551
H 4.00135 5.96794 -4.02832
H 2.00456 5.43848 -5.34999
H 0.51050 3.59869 -4.66748
H 0.13393 4.59605 -1.33722
H -1.68091 6.12811 -0.74365
H -4.03271 5.41841 -0.92337
H -4.57133 3.13660 -1.69369
H -2.75460 1.55720 -2.22820
C 6.15289 -2.63461 -1.41224
Si 5.12835 -1.51763 -2.56364
C 3.94692 -2.46641 -3.71205
C 6.05855 -0.10456 -3.43599
As 0.86005 -1.63572 -2.03686
Si -0.24566 -3.80968 -1.17815
C 1.00553 -5.11216 -1.83952
C -0.28244 -3.83633 0.73537
C -2.03494 -4.03277 -1.82812
Si -0.21193 -1.68001 -4.27781
C -2.09278 -1.29004 -4.11480
C 0.63782 -0.32533 -5.34655
C 0.21663 -3.39428 -5.01098
H 7.20709 -2.56875 -1.66392
H 5.87884 -3.68116 -1.51399
H 6.05968 -2.38197 -0.35922
H 4.49825 -2.96214 -4.50477
H 3.22763 -1.79084 -4.17632
H 3.38639 -3.23025 -3.17223
H 7.13394 -0.21720 -3.34611
H 5.80472 0.87725 -3.04029
H 5.84228 -0.09302 -4.50122
H 1.76319 -5.32938 -1.09165
H 1.51594 -4.77746 -2.73918
H 0.50735 -6.04936 -2.06532
H 0.70729 -3.97625 1.15971
H -0.90905 -4.64843 1.09189
H -0.69106 -2.91821 1.14321
H -2.11221 -4.01926 -2.90954
H -2.71263 -3.28241 -1.43082
H -2.39493 -5.00094 -1.49044
H -2.34126 -0.92043 -3.12189
H -2.71609 -2.15706 -4.30861
H -2.38501 -0.52633 -4.83076
H -0.03012 0.52147 -5.49953
H 0.89802 -0.70684 -6.33067
H 1.55157 0.04679 -4.87863
H -0.29045 -4.20662 -4.50061
H 1.28732 -3.57298 -4.94038
H -0.05365 -3.44422 -6.06156
*
```

Summary:
**Kohn-Sham gap (alpha / beta)**: 0.1937 / 0.1937 hartree
**DFT total energy**: -173182.3079 eV

Atom charges from the Löwdin analysis, given in e for atoms 1 to 5: atom 1 (Ru): 0.6723, atom 2 (C): -0.0534, atom 3 (C): -0.2190, atom 4 (N): -0.0768, atom 5 (N): 0.0454

***

Record 2
Density functional theory data (ωB97M-V/def2-TZVPD) for a structure of composition C35H50CoNO6P2S.

Geometry as ORCA input:
```
! wB97M-V def2-TZVPD RIJCOSX def2/J DEFGRID3
* xyz -1 4
Co -0.13600 0.42730 0.13234
C 3.46594 1.77291 -0.60961
C 2.73356 1.41186 -1.90247
C 3.72111 1.24608 -3.05397
P 1.57191 -0.00610 -1.58208
C 1.21556 -0.73098 -3.24065
C 0.47395 -2.05479 -3.06176
C 0.37010 0.27140 -4.02674
C 2.57894 -1.23071 -0.70045
C 3.74916 -1.77333 -1.22818
C 4.57884 -2.59037 -0.48070
C 4.23546 -2.84227 0.84500
C 3.06875 -2.33928 1.38124
C 2.17464 -1.55675 0.61722
N 0.99335 -1.06655 1.13329
C 0.24619 -1.82814 1.99252
C 0.31496 -3.23674 2.07729
C -0.52177 -3.95854 2.90520
C -1.47862 -3.32748 3.69236
C -1.58440 -1.94626 3.61027
C -0.75406 -1.19416 2.78729
P -0.99368 0.56919 2.43894
C 0.09589 1.49213 3.62381
C 1.54916 1.04584 3.47984
C -0.01731 2.99972 3.38322
C -2.74060 0.93523 2.96796
C -3.29955 2.06003 2.09235
C -2.96338 1.22215 4.45167
H 4.00656 2.71207 -0.74702
H 4.18438 0.99545 -0.33915
H 2.76283 1.91619 0.20957
H 2.05868 2.24012 -2.14175
H 4.43277 0.44256 -2.85632
H 4.29722 2.16737 -3.17080
H 3.22831 1.04405 -4.00600
H 2.15799 -0.91408 -3.76732
H -0.42733 -1.90212 -2.46467
H 1.09059 -2.79364 -2.54694
H 0.18770 -2.46146 -4.03593
H -0.56427 0.47525 -3.49689
H 0.12416 -0.12955 -5.01344
H 0.88150 1.22508 -4.17056
H 4.01348 -1.54950 -2.25500
H 5.48212 -3.00351 -0.91067
H 4.88913 -3.44017 1.47011
H 2.82371 -2.54580 2.41551
H 1.01962 -3.76868 1.45207
H -0.43253 -5.03932 2.92484
H -2.12967 -3.89510 4.34486
H -2.34529 -1.44277 4.19390
H -0.24547 1.24507 4.63502
H 1.91993 1.25377 2.47561
H 1.66772 -0.02154 3.66874
H 2.16899 1.59695 4.19230
H 0.22685 3.23489 2.34563
H 0.69135 3.52750 4.02699
H -1.01270 3.38618 3.60196
H -3.27114 0.01338 2.70680
H -2.82013 3.01355 2.32173
H -4.37361 2.17694 2.26127
H -3.12339 1.85570 1.03478
H -2.43446 2.12207 4.76579
H -2.62617 0.40697 5.09291
H -4.02661 1.38853 4.64495
O -0.99766 5.63185 -3.02839
C -0.88316 4.63941 -2.34734
C 0.17033 4.40120 -1.28053
O 1.05753 5.17458 -0.96614
C -0.10333 3.06574 -0.74415
C -1.20876 2.48965 -1.41123
O -1.62025 1.30976 -1.13065
C -1.75459 3.40302 -2.40639
O -2.71179 3.22189 -3.14438
O 0.52716 2.44242 0.17524
C -5.81486 0.12957 -0.97926
C -4.60483 0.32361 -1.88584
C -3.62591 -0.83901 -1.84180
S -2.88389 -0.99107 -0.18210
O -1.42197 -1.29905 -0.36877
C -3.59348 -2.57045 0.39136
C -2.77443 -3.79112 -0.00325
C -2.83555 -4.15037 -1.48160
H -6.49577 0.97885 -1.04476
H -5.51480 0.03483 0.06859
H -6.37531 -0.77061 -1.24820
H -4.06185 1.23239 -1.62369
H -4.92488 0.45330 -2.92183
H -2.75524 -0.61384 -2.45588
H -4.08163 -1.78074 -2.14661
H -4.61777 -2.61089 0.01063
H -3.62727 -2.47628 1.47890
H -3.12547 -4.62809 0.60650
H -1.73919 -3.60726 0.28838
H -3.86689 -4.26904 -1.82552
H -2.30968 -5.08721 -1.67130
H -2.35715 -3.38355 -2.09121
*
```

Summary:
**Energy above the lowest of the compared OMol25 structures with the same formula, charge and spin**: 0.00 kcal per mole
**Expectation value of S²**: 3.760
**Kohn-Sham gap (alpha / beta)**: 0.2342 / 0.2322 hartree
**DFT total energy**: -117925.4694 eV

Atom charges from the Löwdin analysis, given in e for atoms 1 to 5: atom 1 (Co): 0.4815, atom 2 (C): -0.1060, atom 3 (C): -0.5094, atom 4 (C): -0.1110, atom 5 (P): 1.1120

***

Record 3
Density functional theory data (ωB97M-V/def2-TZVPD) for a cluster of 8 separate species, C35H50F4NO21S2 in total in a non-equilibrium geometry.

Geometry as ORCA input:
```
! wB97M-V def2-TZVPD RIJCOSX def2/J DEFGRID3
* xyz 1 1
F 4.28298 3.39660 1.13725
C 3.85822 3.34187 -0.24098
C 4.77977 2.34694 -1.07945
S 3.89649 0.92288 -1.86608
C 2.28712 0.54318 -1.03202
C 1.05265 1.40405 -1.56634
C -0.00647 1.77817 -0.45895
F -1.25766 2.24286 -0.93130
C 0.14233 1.65676 0.93130
F 1.19301 2.19290 1.67706
F -0.87320 0.95681 1.62286
N 4.89653 -0.48051 -1.50521
C 4.96325 -0.60056 -0.20426
S 5.13129 -0.26300 1.40508
H 2.74829 3.12813 -0.28125
H 4.02622 4.40446 -0.63389
H 5.22502 2.95932 -1.94034
H 5.65145 2.04474 -0.40182
H 2.44296 0.58085 0.09538
H 2.05316 -0.56401 -1.28284
H 0.49671 0.78103 -2.34858
H 1.47903 2.36513 -2.01768
C 9.06378 0.37999 3.11366
C 9.32009 0.82373 1.68957
C 10.32987 1.92977 1.57608
O 9.91041 2.60599 0.39243
C 8.57861 2.38437 0.26353
O 7.86533 2.96224 -0.50652
O 8.15223 1.42127 1.12372
H 8.38421 -0.47602 3.12569
H 9.99072 0.09196 3.61322
H 8.57856 1.17167 3.69031
H 9.59788 -0.03572 1.06956
H 11.34682 1.55274 1.46500
H 10.30040 2.63624 2.41066
C -2.94493 -2.69740 -2.81356
C -1.52334 -3.07343 -2.45417
C -0.78921 -1.99511 -1.71151
O 0.56736 -2.23330 -2.08917
C 0.53331 -2.84137 -3.31134
O 1.48896 -3.00355 -4.00792
O -0.72792 -3.23356 -3.63008
H -3.45238 -3.54559 -3.27733
H -3.51249 -2.39599 -1.93086
H -2.96441 -1.88477 -3.54490
H -1.50934 -4.01891 -1.90161
H -0.90952 -2.08052 -0.63073
H -1.06653 -0.98253 -2.02216
C -1.75114 -6.67380 -5.61757
C -2.23305 -7.19385 -4.28057
C -3.53241 -7.94298 -4.36034
O -4.09608 -7.71568 -3.07118
C -3.58772 -6.53951 -2.62077
O -3.99376 -5.94984 -1.66239
O -2.55721 -6.11481 -3.40189
H -0.76774 -6.20973 -5.50956
H -1.67528 -7.47758 -6.35270
H -2.42040 -5.90003 -6.00224
H -1.45206 -7.79750 -3.80532
H -3.38605 -9.00932 -4.53461
H -4.21860 -7.54884 -5.11562
C -0.66750 2.18892 4.22248
C -1.12627 1.67870 5.57165
C -2.43960 0.95146 5.52335
O -2.96978 1.18956 6.82354
C -2.43144 2.35928 7.26107
O -2.80556 2.95665 8.22438
O -1.41002 2.76406 6.45394
H 0.32652 2.63681 4.30738
H -0.62182 1.38546 3.48706
H -1.33269 2.97425 3.85206
H -0.34526 1.06178 6.03019
H -2.31505 -0.11771 5.34768
H -3.13624 1.35622 4.78298
C -6.09539 -6.52488 1.11987
C -7.44498 -7.20338 1.03410
C -7.51619 -8.26789 -0.02342
O -8.89334 -8.24768 -0.38641
C -9.35266 -6.99380 -0.12277
O -10.40751 -6.57097 -0.48733
O -8.44934 -6.28368 0.60910
H -6.07992 -5.82053 1.95560
H -5.29297 -7.25124 1.26510
H -5.89027 -5.94308 0.21817
H -7.73540 -7.59591 2.01514
H -7.23244 -9.24988 0.35709
H -6.91753 -8.04225 -0.91123
C -1.21052 7.50387 6.17386
C -2.28400 6.96641 5.25279
C -2.49334 5.48481 5.37355
O -2.94627 5.13055 4.06844
C -2.43399 6.05369 3.21022
O -2.44974 5.95018 2.01912
O -1.89796 7.10777 3.88439
H -1.15983 8.59282 6.09880
H -1.40961 7.23785 7.21396
H -0.22491 7.12550 5.89082
H -3.22034 7.51539 5.40198
H -3.24397 5.23288 6.12374
H -1.57707 4.92953 5.58599
C 0.37711 5.84100 -4.74325
C 1.59822 4.97185 -4.95226
C 1.61470 4.26399 -6.27597
O 2.36467 3.08542 -5.98278
C 2.20081 2.83292 -4.66271
O 2.52947 1.81179 -4.12095
O 1.61381 3.88148 -4.02670
H 0.46065 6.38900 -3.80170
H 0.25984 6.56278 -5.55381
H -0.52916 5.23435 -4.67148
H 2.51082 5.55896 -4.80250
H 2.10526 4.85017 -7.05320
H 0.62187 3.96742 -6.62590
*
```

Summary:
**Kohn-Sham gap**: 0.2607 hartree
**DFT total energy**: -114123.7057 eV

Atom charges from the Löwdin analysis, given in e for atoms 1 to 5: atom 1 (F): -0.0863, atom 2 (C): -0.1580, atom 3 (C): -0.2741, atom 4 (S): 1.1541, atom 5 (C): -0.3013